No. 1
The following is a quantum chemistry calculation of a molecular structure, C52H45I3InN2O2P2Si, from OMol25.

Computed properties:
Total charge: +1
Energy relative to the best compared isomer or geometry (same formula, charge and spin): 54.3 kcal per mole
HOMO energy: -10.17 eV
Orbital gap: 5.93 eV
DFT total energy: -117651.6273 eV
Multiplicity: 1

Atoms and positions in Å:
1 In 1.84 -0.56 -0.24
2 C 4.54 2.90 2.02
3 C 4.48 1.55 2.73
4 N 5.04 1.34 3.89
5 C 4.97 0.22 4.54
6 C 4.28 -0.88 4.05
7 C 4.40 -2.16 4.80
8 O 5.80 -2.38 5.11
9 C 3.74 -0.83 2.72
10 C 3.27 -1.95 1.99
11 N 3.37 -2.06 0.63
12 C 3.96 -3.17 0.04
13 C 4.04 -4.44 0.68
14 C 4.93 -5.38 0.19
15 C 5.66 -5.14 -0.93
16 C 5.57 -3.93 -1.63
17 C 4.65 -2.96 -1.21
18 I 4.40 -1.12 -2.29
19 C 3.76 0.46 2.09
20 O 3.11 0.74 1.01
21 H 5.25 3.60 2.50
22 H 3.56 3.37 1.88
23 H 4.93 2.73 1.01
24 H 5.55 0.23 5.44
25 H 4.04 -2.98 4.16
26 H 3.81 -2.14 5.73
27 H 5.99 -2.57 6.06
28 H 3.00 -2.79 2.57
29 H 3.39 -4.65 1.53
30 H 5.14 -6.29 0.74
31 H 6.48 -5.82 -1.20
32 H 6.11 -3.80 -2.58
33 C 2.21 2.36 -2.61
34 Si 0.79 1.67 -1.54
35 C 0.35 3.04 -0.27
36 C 1.26 4.10 -0.15
37 C 1.01 5.22 0.71
38 C -0.18 5.32 1.43
39 C -1.07 4.27 1.35
40 C -0.81 3.13 0.59
41 P -1.95 1.70 0.98
42 C -1.49 1.40 2.68
43 C -2.10 0.28 3.35
44 C -1.82 -0.09 4.63
45 C -0.77 0.56 5.32
46 C -0.16 1.61 4.67
47 C -0.39 1.97 3.36
48 C -3.56 2.62 1.29
49 C -3.97 3.58 0.39
50 C -5.25 4.09 0.46
51 C -6.12 3.72 1.48
52 C -5.73 2.69 2.34
53 C -4.46 2.12 2.24
54 C -0.60 1.62 -2.90
55 C -0.71 2.79 -3.64
56 C -1.36 2.81 -4.87
57 C -1.95 1.67 -5.39
58 C -2.15 0.58 -4.53
59 C -1.36 0.48 -3.31
60 P -1.52 -1.05 -2.35
61 C -1.67 -2.27 -3.69
62 C -1.07 -2.13 -4.97
63 C -1.31 -3.04 -6.01
64 C -2.07 -4.14 -5.81
65 C -2.57 -4.39 -4.51
66 C -2.29 -3.52 -3.46
67 C -3.26 -1.04 -1.82
68 C -4.14 0.03 -2.11
69 C -5.39 0.11 -1.48
70 C -5.87 -0.91 -0.67
71 C -5.07 -2.05 -0.50
72 C -3.74 -2.02 -1.00
73 H 2.04 3.38 -2.98
74 H 3.15 2.33 -2.04
75 H 2.48 1.69 -3.44
76 H 2.18 4.09 -0.75
77 H 1.58 6.07 0.53
78 H -0.40 6.20 2.03
79 H -1.92 4.14 2.03
80 H -2.82 -0.28 2.77
81 H -2.44 -0.91 5.02
82 H -0.60 0.24 6.37
83 H 0.61 2.16 5.22
84 H 0.20 2.69 2.90
85 H -3.27 3.87 -0.40
86 H -5.59 4.84 -0.26
87 H -7.07 4.21 1.60
88 H -6.45 2.34 3.07
89 H -4.12 1.37 3.00
90 H -0.21 3.73 -3.26
91 H -1.21 3.69 -5.50
92 H -2.24 1.61 -6.45
93 H -2.83 -0.24 -4.81
94 H -0.45 -1.21 -5.17
95 H -0.89 -2.85 -7.00
96 H -2.17 -4.89 -6.64
97 H -3.17 -5.31 -4.30
98 H -2.63 -3.80 -2.50
99 H -3.79 0.87 -2.74
100 H -5.97 1.03 -1.59
101 H -6.84 -0.92 -0.20
102 H -5.39 -2.92 0.08
103 H -3.04 -2.85 -0.76
104 I -0.22 -3.23 1.23
105 C 0.52 -4.73 -0.26
106 I 1.10 -3.85 -2.16
107 H -0.32 -5.39 -0.50
108 H 1.42 -5.21 0.15

No. 2
The following is a quantum chemistry calculation of a molecular structure, C52H45N2OP3S2W, from OMol25.

Computed properties:
Total charge: +2
Energy relative to the best compared isomer or geometry (same formula, charge and spin): 139.7 kcal per mole
HOMO energy: -12.64 eV
Orbital gap: 6.07 eV
DFT total energy: -111028.2113 eV
Multiplicity: 1

Atoms and positions in Å:
1 W -0.92 0.76 -0.13
2 S -0.41 1.60 2.15
3 P 1.52 1.29 1.60
4 C 1.15 0.70 0.03
5 P 1.81 1.16 -1.52
6 S 0.00 1.08 -2.46
7 C 2.88 -0.11 -2.22
8 C 2.16 -1.36 -2.00
9 C 3.80 -3.25 -2.75
10 C 4.59 -2.32 -3.63
11 C 4.69 -0.98 -3.71
12 C 3.96 0.07 -2.99
13 C 2.60 2.74 -1.67
14 C 1.94 3.82 -2.25
15 C 2.60 5.04 -2.38
16 C 3.90 5.17 -1.93
17 C 4.56 4.10 -1.35
18 C 3.92 2.88 -1.22
19 C 2.49 2.78 1.73
20 C 3.79 2.73 2.24
21 C 4.53 3.89 2.34
22 C 3.98 5.10 1.94
23 C 2.69 5.15 1.43
24 C 1.94 4.00 1.33
25 C 2.31 0.03 2.60
26 C 2.11 0.00 3.97
27 C 2.76 -0.95 4.74
28 C 3.62 -1.86 4.14
29 C 3.81 -1.83 2.76
30 C 3.15 -0.89 1.99
31 H 1.48 -1.27 -1.16
32 H 3.68 -4.20 -3.27
33 H 5.26 -2.85 -4.30
34 H 5.42 -0.61 -4.41
35 H 4.32 1.08 -3.16
36 H 0.92 3.71 -2.60
37 H 2.09 5.87 -2.84
38 H 4.41 6.12 -2.04
39 H 5.58 4.21 -0.99
40 H 4.44 2.05 -0.76
41 H 4.22 1.79 2.57
42 H 5.54 3.86 2.74
43 H 4.56 6.01 2.03
44 H 2.26 6.10 1.13
45 H 0.92 4.04 0.96
46 H 1.45 0.72 4.45
47 H 2.61 -0.97 5.81
48 H 4.13 -2.60 4.74
49 H 4.48 -2.55 2.30
50 H 3.29 -0.88 0.91
51 O -1.88 3.12 -0.01
52 N -2.14 2.11 -1.01
53 C -3.25 1.25 -0.51
54 C -3.65 0.36 -1.68
55 C -4.69 0.81 -2.48
56 C -5.05 0.12 -3.62
57 C -4.38 -1.04 -3.98
58 C -3.34 -1.50 -3.19
59 C -2.95 -0.80 -2.04
60 P -1.73 -1.60 -0.96
61 C -2.81 -2.80 -0.11
62 C -2.51 -4.16 -0.20
63 C -3.40 -5.11 0.31
64 C -4.58 -4.70 0.90
65 C -4.91 -3.36 0.94
66 C -4.04 -2.41 0.42
67 C -0.41 -2.50 -1.74
68 C 0.04 -2.09 -2.94
69 C 1.47 -2.05 -3.18
70 C 2.46 -2.79 -2.23
71 C 1.74 -3.61 -1.23
72 C 0.47 -3.35 -0.89
73 H -2.11 3.95 -0.47
74 H -4.05 1.90 -0.19
75 H -5.22 1.71 -2.20
76 H -5.87 0.49 -4.24
77 H -4.67 -1.59 -4.86
78 H -2.84 -2.43 -3.45
79 H -1.63 -4.52 -0.70
80 H -3.16 -6.16 0.23
81 H -5.27 -5.44 1.30
82 H -5.86 -3.03 1.35
83 H -4.35 -1.38 0.40
84 H -0.61 -1.60 -3.66
85 H 1.84 -1.80 -4.16
86 H 4.42 -3.48 -1.88
87 H 2.29 -4.39 -0.71
88 H 0.05 -3.86 -0.04
89 C -1.32 -1.46 2.51
90 C -2.62 -0.74 2.77
91 C -3.21 -1.06 3.99
92 C -4.44 -0.55 4.36
93 C -5.11 0.28 3.48
94 C -4.57 0.64 2.25
95 C -5.46 1.50 1.37
96 C -3.29 0.15 1.91
97 N -2.65 0.51 0.69
98 H -0.56 -1.18 3.23
99 H -0.87 -1.31 1.52
100 H -1.49 -2.54 2.59
101 H -2.69 -1.75 4.65
102 H -4.88 -0.81 5.31
103 H -6.08 0.66 3.74
104 H -6.45 1.56 1.83
105 H -5.61 1.09 0.38
106 H -5.10 2.53 1.28